{
  "formula": "C28H29OP3PtS2",
  "method": "ωB97M-V/def2-TZVPD",
  "symbols": ["Pt", "S", "P", "C", "P", "S", "C", "C", "C", "C", "C", "C", "C", "C", "C", "C", "C", "C", "C", "C", "C", "C", "C", "C", "C", "C", "C", "C", "C", "C", "H", "H", "H", "H", "H", "H", "H", "H", "H", "H", "H", "H", "H", "H", "H", "H", "H", "H", "H", "H", "C", "P", "C", "C", "O", "H", "H", "H", "H", "H", "H", "H", "H", "H"],
  "positions_angstrom": [[1.1205, -1.5328, -1.4938], [2.3851, -2.0562, 0.5784], [1.1301, -0.5920, 1.3376], [0.6986, -0.0212, -0.2380], [-0.4745, 1.1298, -0.8323], [-0.2741, 0.6574, -2.8130], [-2.0794, 0.7542, -0.1820], [-2.4222, 1.2259, 1.0907], [-3.6190, 0.8340, 1.6681], [-4.4737, -0.0194, 0.9784], [-4.1369, -0.4876, -0.2841], [-2.9356, -0.1093, -0.8659], [-0.0697, 2.8169, -0.5155], [1.2766, 3.1826, -0.4110], [1.6112, 4.5147, -0.2406], [0.6095, 5.4781, -0.1879], [-0.7262, 5.1209, -0.3136], [-1.0746, 3.7899, -0.4809], [-0.1962, -1.3862, 2.1984], [-1.0758, -2.2571, 1.5400], [-2.1175, -2.8335, 2.2445], [-2.2845, -2.5527, 3.5969], [-1.4116, -1.6967, 4.2554], [-0.3640, -1.1096, 3.5627], [1.9611, 0.5110, 2.4398], [1.3945, 1.7618, 2.7006], [2.0069, 2.6154, 3.6029], [3.1806, 2.2251, 4.2394], [3.7443, 0.9834, 3.9822], [3.1371, 0.1200, 3.0817], [-1.7681, 1.9033, 1.6279], [-3.8925, 1.2028, 2.6479], [-5.4147, -0.3130, 1.4268], [-4.8135, -1.1414, -0.8175], [-2.6716, -0.4743, -1.8496], [2.0569, 2.4313, -0.4611], [2.6492, 4.8056, -0.1526], [0.8746, 6.5189, -0.0546], [-1.4957, 5.8805, -0.2840], [-2.1181, 3.5157, -0.5793], [-0.9540, -2.4771, 0.4889], [-2.7978, -3.5097, 1.7440], [-3.0986, -3.0121, 4.1430], [-1.5436, -1.4907, 5.3093], [0.3151, -0.4464, 4.0804], [0.4800, 2.0757, 2.2122], [1.5727, 3.5851, 3.8108], [3.6587, 2.8953, 4.9425], [4.6568, 0.6865, 4.4816], [3.5817, -0.8492, 2.8910], [-0.4951, -2.8493, -5.0415], [1.1825, -3.0106, -4.4953], [2.1559, -1.7589, -5.2861], [1.7871, -4.5928, -4.9930], [1.2893, -2.9211, -2.9501], [-0.5661, -3.0416, -6.1133], [-0.8626, -1.8430, -4.8322], [-1.1085, -3.5755, -4.5065], [2.0486, -1.8249, -6.3709], [3.2045, -1.8973, -5.0197], [1.8300, -0.7711, -4.9569], [1.6939, -4.7063, -6.0749], [1.2071, -5.3722, -4.4977], [2.8351, -4.6889, -4.7086]],
  "spin_multiplicity": 5,
  "homo_lumo_gap_ev": [8.13, 5.48],
  "homo_energy_ev": [-13.3, -14.6],
  "total_charge": 2,
  "lumo_energy_ev": [-5.16, -9.10]
}